ORCA calculation (ωB97M-V/def2-TZVPD) on a structure of composition C10H20AsFNO5PS2 in a non-equilibrium geometry.

Computed properties:
Strongest force on any atom in eV/A: 7.80
Highest occupied orbital energy in Eh: -0.0262
Net charge: -2
Gap between HOMO and LUMO in eV: 4.98
Electronic energy in eV: -116931.153
Molar mass in g/mol: 423.3

Cartesian coordinates (Å):
P -0.90 -1.85 2.04
C 2.87 0.94 -0.54
C 2.56 -0.59 -0.24
C -0.03 -0.72 -2.25
O 2.76 -3.05 1.66
H 3.97 1.07 -0.86
H 0.09 -1.42 -3.16
H 2.78 1.52 0.45
C -1.96 3.58 -0.18
F 2.84 -1.49 -1.36
H -2.94 3.05 -0.46
H -1.44 1.08 -1.95
O 1.15 -4.07 0.49
H 2.24 1.42 -1.36
C 1.70 -2.89 0.92
H -1.07 0.62 -3.66
H -1.79 -2.66 1.23
O -1.78 2.03 1.95
N -0.42 -2.86 3.21
H 0.02 -2.68 -1.26
C -0.17 -1.60 -0.94
C -1.71 3.34 1.39
S 1.93 -0.25 2.62
C -1.33 0.18 -2.63
H -1.06 3.16 -0.73
H -2.12 4.70 -0.38
As 0.83 -1.04 0.73
C 0.07 0.85 0.56
H 1.12 -0.45 3.73
H -1.66 -0.87 2.78
H 3.40 -0.86 0.50
C -1.46 1.06 0.89
O -1.44 4.36 2.07
H 0.60 -2.93 3.27
H -1.28 -1.58 -0.65
S -2.88 -0.80 -2.86
O -2.45 0.55 0.35
H -2.73 -1.74 -3.86
H 0.65 1.55 1.25
H 0.85 0.00 -2.30
H 0.17 1.34 -0.48

Results of the Mulliken charge analysis, in e, for atoms 1 through 5: P 0.59; C -1.12; C -0.24; C -0.40; O -0.67

---

ORCA calculation (ωB97M-V/def2-TZVPD) on the molecule C6H12O.

Computed properties:
Strongest force on any atom in eV/A: 0.66
Highest occupied orbital energy in Eh: -0.3211
Structure (SMILES): C/C=C/C[C@@H](C)O
Gap between HOMO and LUMO in eV: 9.79
Electronic energy in eV: -8462.951
Molar mass in g/mol: 100.2
Energy above the lowest of the compared OMol25 structures with the same formula, charge and spin in kJ/mol: 135.4

Cartesian coordinates (Å):
H 2.02 -0.18 -1.77
C 0.79 -0.94 0.61
H -2.81 0.75 1.11
H -3.72 -0.55 0.30
H 2.60 1.41 -1.25
H -0.88 -0.52 2.03
C 1.28 0.47 0.14
C -0.65 -0.79 1.00
C -1.54 -0.57 0.04
O 0.24 1.31 -0.37
C -2.85 0.11 0.22
H -1.24 -0.82 -0.98
H 1.42 -1.26 1.44
H -3.02 0.78 -0.63
H 0.91 -1.70 -0.18
H 1.62 0.99 1.05
H 0.19 1.20 -1.33
C 2.36 0.40 -0.90
H 3.27 -0.07 -0.52

Results of the Mulliken charge analysis, in e, for atoms 1 through 5: H 0.41; C -0.80; H 0.33; H 0.31; H 0.37

---

ORCA calculation (ωB97M-V/def2-TZVPD) on a structure of composition C46H47N6OSbTl.

Computed properties:
Strongest force on any atom in eV/A: 0.87
Highest occupied orbital energy in Eh: -0.5888
Net charge: +3
Gap between HOMO and LUMO in eV: 6.12
Electronic energy in eV: -70659.341
Molar mass in g/mol: 1026.1
Energy above the lowest of the compared OMol25 structures with the same formula, charge and spin in kJ/mol: 106.8

Cartesian coordinates (Å):
C -3.12 0.06 -1.88
C -0.57 2.87 -0.01
C -2.74 -3.61 0.42
H -4.26 0.42 -0.06
O 1.33 1.46 -2.30
C 1.37 1.74 4.39
N 0.59 -1.19 -3.03
H -3.82 -3.64 0.29
H -2.70 -4.95 2.10
C -1.97 -2.86 -0.45
H 1.38 3.54 -2.25
H -2.80 0.95 -2.40
H -3.14 5.05 -0.10
C -2.11 -4.33 1.42
H 5.10 -2.78 -1.19
C 3.60 2.56 4.81
C -3.69 -0.19 3.25
C -0.73 -4.29 1.52
H 6.43 -0.52 0.44
C -3.98 1.15 3.54
C 2.29 -1.25 -4.70
H 1.59 -1.05 -6.73
H -4.98 1.43 3.86
H -2.70 -0.37 0.20
H 0.33 1.65 4.70
H 3.34 -1.33 -4.95
H 7.27 -1.62 -0.65
C -0.91 4.20 -5.61
C -3.28 2.91 -0.18
C -0.05 -2.21 4.41
C -0.01 -1.02 -5.31
H 5.49 -2.88 0.51
C -2.55 -2.31 -1.72
C 1.31 2.73 -2.98
C -1.70 1.77 3.05
C 0.19 3.91 -4.83
C 0.09 2.95 -3.83
H -2.19 -1.59 2.64
H 1.91 2.94 6.08
H 2.61 -1.41 -2.59
C 1.86 1.12 3.25
C 0.21 -3.30 5.24
C -2.11 2.59 -4.34
H 3.55 0.72 1.96
H -3.64 -2.35 -1.67
C -2.60 4.11 -0.09
H -0.89 -1.56 4.63
H 1.47 -4.99 5.63
C -0.34 -1.07 -3.96
N -0.65 -2.74 -0.30
C -1.21 4.10 0.00
H -0.64 5.01 0.09
N 2.90 -1.13 0.35
H 2.96 -4.55 3.70
Sb 0.53 -0.18 2.24
H -4.37 2.89 -0.25
N -1.23 1.71 -0.12
C 1.87 -2.82 3.06
H 2.53 -2.63 2.22
C 1.31 -1.10 -5.68
C 1.28 -4.14 4.98
H 2.20 1.41 -1.87
C 1.89 -1.28 -3.39
C 3.19 1.21 2.86
H -0.85 4.94 -6.39
C -3.22 0.39 -0.39
H 0.51 2.81 0.07
C -0.04 -3.45 0.67
H -0.20 -4.88 2.26
N -2.10 -0.98 -2.16
H 1.04 -3.35 0.72
H -2.30 -1.83 -4.08
N -1.04 2.29 -3.57
H -2.25 -3.04 -2.48
C 2.26 2.46 5.18
C -2.09 3.52 -5.36
H -0.80 -0.93 -6.05
C 4.07 1.93 3.66
H -2.18 -0.09 -4.06
C -2.57 1.72 -0.19
C 5.22 -2.19 -0.28
C 0.78 -1.99 3.32
Tl 0.09 -0.37 -0.84
C -1.41 0.43 2.78
H -4.46 -0.94 3.35
H 5.11 2.01 3.38
H -3.04 2.07 -4.12
H 4.28 3.14 5.42
H 6.10 -0.47 -1.31
H -2.99 3.72 -5.94
C -2.41 -0.55 2.86
C -1.80 -0.99 -3.60
C 3.91 -1.60 0.06
H -0.43 -3.47 6.11
C 6.32 -1.12 -0.46
H 2.18 2.80 -3.63
C 2.11 -3.90 3.89
H -4.08 -0.25 -2.28
C -2.99 2.12 3.43
H 1.14 4.43 -4.99
H -0.94 2.53 2.97
H -3.22 3.16 3.66

Results of the Mulliken charge analysis, in e, for atoms 1 through 5: C -1.33; C -0.61; C -0.99; H 0.89; O -0.05

---

ORCA calculation (ωB97M-V/def2-TZVPD) on a cluster of 3 separate species, CH3O3S in total in a non-equilibrium geometry.

Computed properties:
Strongest force on any atom in eV/A: 2.76
Highest occupied orbital energy (spin up / spin down) in Eh: -0.0535 / -0.1853
⟨S²⟩: 2.016
Multiplicity: 3
Net charge: -1
Gap between HOMO and LUMO (spin up / spin down) in eV: 5.42 / 7.92
Electronic energy in eV: -18060.310
Molar mass in g/mol: 95.1
Energy above the lowest of the compared OMol25 structures with the same formula, charge and spin in kJ/mol: 133.7

Cartesian coordinates (Å):
H 2.88 -0.17 -0.48
S 0.58 1.02 0.16
H 0.61 0.47 -2.10
O 1.15 2.20 -0.58
C 0.73 -0.26 -1.33
O 0.86 -1.47 -1.60
O 1.31 0.57 1.39
H 3.50 0.39 -0.52

Results of the Mulliken charge analysis, in e, for atoms 1 through 5: H -0.16; S 0.54; H 0.35; O -0.52; C -0.29

---

ORCA calculation (ωB97M-V/def2-TZVPD) on a structure of composition C30H32ClFeN3SSi2 in a non-equilibrium geometry.

Computed properties:
Strongest force on any atom in eV/A: 3.18
Highest occupied orbital energy (spin up / spin down) in Eh: -0.3288 / -0.3981
⟨S²⟩: 8.806
Multiplicity: 6
Net charge: +1
Gap between HOMO and LUMO (spin up / spin down) in eV: 6.54 / 7.87
Electronic energy in eV: -109593.226
Molar mass in g/mol: 614.1
Energy above the lowest of the compared OMol25 structures with the same formula, charge and spin in kJ/mol: 0.0

Cartesian coordinates (Å):
C -2.62 -0.23 3.85
C 1.06 -2.89 0.65
N 1.13 0.90 5.07
H 0.71 4.11 -5.06
C 1.29 2.21 -4.24
C 0.99 -2.54 -3.09
C -0.99 -2.02 -0.28
H 2.32 2.26 -4.60
H -0.38 5.19 -1.54
H -2.40 4.66 -0.17
H -2.39 2.62 1.30
H -0.94 0.10 -0.06
H 1.61 1.79 5.20
C -2.49 -1.23 2.82
C 0.87 1.09 -3.51
H -0.78 -4.03 0.45
C 1.79 -0.25 5.30
C 1.18 -3.50 -5.31
H 3.17 0.70 6.52
H -1.74 -2.96 5.63
C 0.73 2.34 -0.06
H -2.37 1.96 -2.93
H -0.29 -2.83 -6.73
Fe -0.66 -1.00 3.82
C -2.29 -0.83 5.11
C -0.28 -3.06 0.29
C 0.05 -2.77 -5.70
C 0.74 3.49 -0.85
C 1.13 -0.59 -0.20
C -1.52 4.03 -0.11
H -1.49 -1.38 -5.11
H -2.72 -1.10 1.77
H -2.50 -0.73 -2.33
H 3.34 -1.02 6.40
C 1.74 -1.69 0.40
H 1.70 -4.15 -6.03
H 2.54 -3.90 -3.69
H -1.63 3.97 -4.21
H -2.07 -2.15 -0.51
N 2.83 -0.18 6.15
H 3.35 1.33 -0.76
C -2.08 -2.46 3.46
C -0.93 3.16 -4.03
C -0.35 2.13 0.82
H -0.64 1.48 4.34
C -0.45 0.98 -3.06
C -1.51 2.91 0.72
H 1.59 0.29 -3.31
C -1.96 -2.21 4.87
H -2.37 -0.35 6.09
H -3.02 0.77 3.69
C -0.35 -0.72 -0.49
C 0.39 3.24 -4.49
H 1.40 -2.40 -2.09
Si 2.10 1.05 -0.13
H -1.95 -3.41 2.95
C -0.62 -1.96 -4.79
C -0.38 4.32 -0.88
C -0.18 -1.85 -3.46
H 2.78 -1.63 0.73
C 1.65 -3.37 -4.01
H 1.59 -3.72 1.16
S 1.25 -1.72 4.60
H 0.53 1.34 3.21
H -0.32 1.32 1.55
N 0.13 0.87 4.03
C -1.35 2.03 -3.31
H 1.62 3.71 -1.46
Si -1.02 -0.64 -2.29
Cl 2.75 1.11 1.91

Results of the Mulliken charge analysis, in e, for atoms 1 through 5: C -1.01; C -1.10; N -0.43; H 0.39; C -0.89

---

ORCA calculation (ωB97M-V/def2-TZVPD) on a structure of composition C53H60IN5O3PSTi in a non-equilibrium geometry.

Computed properties:
Strongest force on any atom in eV/A: 1.09
Highest occupied orbital energy (spin up / spin down) in Eh: -0.3118 / -0.3102
Net charge: +1
Gap between HOMO and LUMO (spin up / spin down) in eV: 6.71 / 6.68
Electronic energy in eV: -120866.288
Molar mass in g/mol: 1052.9

Cartesian coordinates (Å):
H -2.10 -1.77 6.33
H 1.65 4.93 1.72
H -4.29 -4.96 -3.06
C 1.87 6.94 0.96
C 5.30 1.16 -2.62
C -2.22 1.11 3.76
P 2.49 -1.55 -0.20
C 0.52 0.66 -1.81
H -3.39 4.28 0.38
C -4.24 -4.02 -3.61
H 0.17 7.06 -0.40
H 0.03 -5.72 -0.66
C -1.67 -1.38 -6.14
H -2.12 7.12 -1.66
H -2.49 -0.24 8.12
C -5.62 -3.20 -1.09
H 4.16 0.57 -4.34
C 1.42 -5.52 -2.29
H -1.31 2.61 2.53
H -0.42 -2.78 3.65
C -1.38 -0.44 1.96
N -2.45 -2.59 -2.74
H -1.65 -3.29 4.82
C 1.98 4.75 -0.38
N -1.17 2.87 -0.34
H -5.68 -4.29 -1.04
H -4.34 5.02 -1.88
H -2.38 1.50 7.83
C 2.39 -4.72 -2.88
C 2.72 -3.49 -2.32
H 1.58 -1.84 5.18
H 3.27 5.34 1.21
H -2.07 -3.03 3.13
H 5.20 -5.60 2.61
Ti 0.05 -0.43 -0.07
C 2.14 -2.47 4.50
H 3.49 -2.90 -2.78
C 3.79 -3.99 2.88
O -0.98 -1.61 -1.32
H 6.08 -4.70 0.46
C 2.07 -3.05 -1.16
C 0.11 3.16 -0.12
H -5.88 -2.81 -0.11
H -2.79 2.33 5.42
C 1.09 -3.86 -0.59
C 2.53 -1.98 3.28
C 5.48 1.01 -1.25
H 1.57 1.42 -3.33
C -2.30 2.31 2.85
C 3.47 -0.40 -2.56
H -6.35 -2.85 -1.81
N 0.74 1.36 -2.75
H -2.79 2.95 -1.61
H 2.52 7.47 0.25
C 4.66 0.14 -0.54
H -0.27 6.69 1.28
H -0.06 5.00 -0.89
H -3.47 7.22 -2.78
H 0.22 -1.49 -7.13
C -2.07 3.64 -1.18
C 0.41 7.27 0.65
C -0.33 -1.72 -6.23
C 3.27 -2.78 2.37
C -2.79 4.75 -0.41
H -1.49 1.99 0.05
C -2.51 1.33 5.10
H 5.95 1.83 -3.17
C 3.65 -0.57 -1.19
H 2.12 7.35 1.95
H -3.90 0.66 7.59
C -2.39 -1.67 -4.99
I 2.32 0.07 2.99
C -3.65 5.64 -1.29
H 2.23 5.40 -1.23
C -2.82 0.57 7.48
H -5.21 -3.77 -4.03
H -2.28 5.94 -2.97
C -2.84 6.52 -2.23
C 4.30 0.46 -3.27
H -3.52 -4.11 -4.42
S 1.09 2.05 0.75
C 4.63 -3.11 0.40
H 1.35 -2.61 -5.23
C -3.26 -2.23 -0.69
O -1.70 0.31 0.98
C -1.82 -0.18 3.35
C -2.47 0.31 6.04
C 0.30 -2.35 -5.16
H 2.60 3.86 -0.46
C -1.46 -2.66 3.95
C -2.12 -2.10 -1.52
H 3.75 -5.44 4.47
O -0.60 -1.41 1.71
H 2.68 -0.92 -3.07
H -2.76 3.13 3.39
C -2.12 -0.96 5.61
C 2.50 -3.76 4.91
H 4.81 0.02 0.53
C -4.25 -2.77 -1.46
H -4.28 6.27 -0.66
H -1.50 4.04 -2.02
H 2.90 -5.05 -3.77
C 0.78 -5.09 -1.14
C 2.22 5.46 0.95
H -3.43 -1.39 -4.90
H 6.26 1.55 -0.74
H -2.16 -0.89 -6.97
H 1.18 -6.48 -2.72
H 0.20 8.32 0.80
H -3.31 -1.91 0.34
H 4.91 -2.84 -0.61
N 0.60 4.31 -0.58
C -1.75 -2.31 -3.95
C 5.27 -4.21 0.99
H -2.89 2.10 1.96
H -2.05 5.36 0.12
H 2.17 -4.13 5.87
C -1.79 -1.23 4.29
N -3.80 -2.94 -2.74
H 0.07 -3.16 -3.18
C 3.60 -2.43 1.02
C 3.36 -4.48 4.14
C 4.79 -4.69 2.17
C -0.40 -2.66 -4.01
H 0.59 -3.53 0.32

Results of the Mulliken charge analysis, in e, for atoms 1 through 5: H 0.30; H 0.17; H 0.34; C -0.71; C -0.82

---

ORCA calculation (ωB97M-V/def2-TZVPD) on a structure of composition C6H16AsClN3ReS4.

Computed properties:
Strongest force on any atom in eV/A: 0.40
Highest occupied orbital energy in Eh: -0.8034
Net charge: +4
Gap between HOMO and LUMO in eV: 5.17
Electronic energy in eV: -129740.210
Molar mass in g/mol: 555.1

Cartesian coordinates (Å):
Cl 0.16 2.41 -0.71
S 4.22 -1.88 -3.39
C -3.34 0.32 1.74
H -2.88 1.98 0.37
N -1.01 -1.32 -0.44
C -1.16 -1.72 2.04
As 2.93 -0.48 -2.50
C -2.18 0.49 2.73
H -3.89 2.36 1.61
S 0.68 -0.29 -2.71
H -0.44 -2.17 -0.56
H -4.26 0.25 2.32
H -1.75 -2.27 2.79
S 2.53 -0.15 -0.28
N -3.64 1.61 0.95
N 0.20 0.30 1.66
H -3.90 -1.67 1.37
H -3.76 -0.80 -0.11
Re 0.41 0.27 -0.58
C -0.89 -0.32 2.54
H -1.58 -1.33 -1.29
S 4.46 0.33 -3.68
H -4.45 1.48 0.34
C -3.27 -0.94 0.86
H -2.56 0.10 3.68
C -1.95 -1.71 0.74
H -1.98 1.54 2.96
H 0.31 1.28 1.94
H -0.24 -2.30 1.94
H -0.44 -0.36 3.53
H -2.22 -2.73 0.47
H 1.05 -0.13 2.03

Results of the Mulliken charge analysis, in e, for atoms 1 through 5: Cl -0.08; S 0.12; C 0.22; H 0.18; N -0.72

---

ORCA calculation (ωB97M-V/def2-TZVPD) on the molecule C23H29N3O5S in a non-equilibrium geometry.

Computed properties:
Strongest force on any atom in eV/A: 1.12
Highest occupied orbital energy in Eh: -0.3184
Structure (SMILES): CCOC(=O)N1CCN(C(=O)c2ccc(N(Cc3ccc(C)cc3)S(C)(=O)=O)cc2)CC1
Gap between HOMO and LUMO in eV: 9.23
Electronic energy in eV: -49865.727
Molar mass in g/mol: 459.6
Energy above the lowest of the compared OMol25 structures with the same formula, charge and spin in kJ/mol: 58.1

Cartesian coordinates (Å):
C 2.40 4.18 -0.91
C 4.70 -5.69 4.68
C -1.26 -1.33 -0.64
C 4.61 -5.72 3.16
H 1.21 -5.62 2.06
C 1.29 -2.11 0.49
C -0.13 3.65 -2.00
O 3.99 -3.14 2.85
C -5.04 2.50 -1.61
H 3.12 3.92 -2.91
H 0.23 -1.14 -2.17
C -1.96 1.31 -1.32
H -1.42 2.88 -3.55
H -5.91 2.78 -1.03
H 1.56 -4.69 -0.21
H -2.02 4.32 -2.72
H 0.91 3.45 -3.87
H -0.07 -4.41 2.37
H 3.73 5.37 0.27
O 3.33 -5.30 2.70
H 4.03 3.64 0.35
H 2.34 -1.64 2.33
H 2.23 -2.29 -0.04
H -0.18 -5.06 -0.01
C 2.25 3.92 -2.27
H -4.86 1.43 -1.54
H 3.91 -6.30 5.12
H -0.86 3.93 -0.01
C 3.75 4.45 -0.32
H -3.42 1.12 0.25
C -2.64 0.62 -0.31
H 5.67 -6.07 5.00
N 1.86 -3.65 2.29
C -0.91 0.65 -1.97
H 5.38 -5.07 2.72
H 1.36 4.38 0.95
C -0.57 -0.65 -1.64
C -0.98 -2.76 -0.33
C 1.00 3.65 -2.81
C 1.26 4.17 -0.11
H 4.59 -4.66 5.03
C 0.65 -4.43 0.33
C 1.52 -2.28 2.00
C -1.49 3.38 -2.58
O -3.58 3.26 0.47
C 3.14 -3.97 2.63
C 0.87 -4.61 1.84
H 0.96 -1.09 0.28
S -3.62 3.40 -0.96
N 0.30 -3.06 0.03
O -1.83 -3.62 -0.44
H 0.60 -2.02 2.54
H 4.73 -6.74 2.78
H -2.86 -1.20 0.78
H 4.51 4.54 -1.09
C 0.02 3.92 -0.65
H -5.16 2.80 -2.64
C -2.31 -0.68 0.01
H -0.35 1.14 -2.74
O -3.65 4.72 -1.49
N -2.32 2.60 -1.68

Results of the Mulliken charge analysis, in e, for atoms 1 through 5: C 1.01; C -1.12; C 0.14; C -0.29; H 0.45